Computed, not measured: C5H7NO in the gas phase, with ωB97M-V with the def2-TZVPD basis set.

XYZ file:
```
14
Properties=species:S:1:pos:R:3:forces:R:3
O 1.423169 2.194760 -0.383468 -0.170 -0.218 0.173
N -0.549031 1.243811 0.202195 0.177 0.193 -0.231
C 0.549170 -1.316681 -0.114058 -0.183 0.076 0.010
C -1.476542 0.130936 0.059989 0.019 -0.134 -0.029
C 0.794929 1.199182 -0.072030 -0.041 -0.049 0.113
C -0.772532 -1.185813 -0.099287 0.092 -0.032 -0.009
C 1.462210 -0.148932 0.133490 0.078 0.089 -0.051
H 2.354480 -0.167194 -0.496511 -0.122 -0.040 0.035
H 1.008981 -2.286461 -0.300877 -0.133 0.152 0.147
H -2.098407 0.290816 -0.836021 0.050 -0.032 0.199
H -2.162075 0.102700 0.919737 0.152 -0.038 -0.133
H -1.417588 -2.049923 -0.231348 0.077 0.086 -0.058
H -0.933080 2.165794 0.043051 0.010 -0.076 0.008
H 1.816311 -0.172996 1.175138 -0.007 0.024 -0.175
```
Positions in Å, forces in eV/Å.

Computed properties:
SMILES: O=C1CC=CCN1
highest occupied orbital energy: -9.355 eV
LUMO level: 0.8579 eV
orbital gap: 0.3753 Eh

Löwdin population analysis, charges in e, atoms 1 to 2: 0.052, 0.068

Computed, not measured: 3 unconnected molecules or ions with the total composition C4H10N2O2, with ωB97M-V with the def2-TZVPD basis set.

XYZ file:
```
18
Properties=species:S:1:pos:R:3:forces:R:3
O -3.351255 2.665188 0.822246 -0.032 0.751 -0.311
O -3.442354 2.043004 5.040021 0.121 -0.800 0.080
N 0.505576 -2.467962 -1.366773 -1.101 -0.308 -0.840
N 1.117530 -0.579262 -0.408182 -0.872 0.051 -0.125
C 2.133572 -1.030746 -1.196332 0.349 0.050 -1.315
C 1.774820 -2.204322 -1.821171 0.191 0.946 0.565
C 3.203753 -0.089006 -1.686473 0.763 -0.507 0.269
C 0.111735 -1.411410 -0.599578 1.446 -0.073 1.065
H -2.580924 1.697448 4.762352 -0.322 0.349 0.057
H 2.707550 0.834734 -1.964103 0.131 0.201 -0.017
H 2.306736 -2.744968 -2.581884 -0.212 -0.288 0.012
H 4.041416 0.123946 -1.014698 -0.459 0.104 0.419
H -3.826017 1.880452 1.061013 -0.248 -0.773 0.311
H -4.050016 3.234604 0.473372 0.275 0.032 0.032
H -0.788292 -1.383658 -0.010056 -0.270 -0.087 -0.285
H 3.730784 -0.490498 -2.557150 -0.419 -0.078 -0.139
H -0.163970 -3.061704 -1.850501 0.459 -0.013 0.394
H -3.430650 2.984154 4.897892 0.200 0.444 -0.170
```
Positions in Å, forces in eV/Å.

Computed properties:
SMILES: Cc1c[nH]cn1.O.O
highest occupied orbital energy: -8.553 eV
LUMO level: 0.7359 eV
orbital gap: 0.3414 Eh

Löwdin population analysis, charges in e, atoms 1 to 2: -0.054, -0.062

Computed, not measured: a molecular structure, C33H44CsF5N8O5S, with ωB97M-V with the def2-TZVPD basis set.

XYZ file:
```
97
Properties=species:S:1:pos:R:3:forces:R:3
Cs -1.587100 -0.193011 0.146406 0.929 0.505 0.424
S -0.462979 -3.037653 1.163584 0.082 -0.260 0.082
F -1.590513 -1.818015 4.792801 0.018 -0.008 -0.029
F -0.866178 0.800732 5.109387 0.006 -0.014 0.013
F 0.442109 -0.598551 6.112448 -0.003 -0.001 -0.015
F 0.431996 -2.281425 4.007236 -0.018 0.000 0.006
F 1.104196 0.380376 4.300910 -0.012 -0.012 -0.003
O -0.773800 -3.010876 -0.305111 0.095 -0.399 0.004
O -5.707915 1.361976 -1.292449 -0.002 -0.026 -0.087
O -9.412001 -0.773148 1.618674 -0.025 0.128 -0.019
O -8.872923 -0.842139 3.810123 -0.011 0.075 0.014
O -3.782252 0.233806 -1.045224 -1.021 0.211 -0.513
N 2.181368 -0.392384 0.751205 -0.006 0.030 0.030
N -1.307422 2.680811 2.711702 0.017 -0.047 -0.036
N -2.181902 3.809419 0.908148 -0.078 -0.018 -0.083
N -4.104898 4.134670 -0.333987 -0.019 0.034 0.037
N -2.171708 3.189219 -1.344687 0.057 -0.070 -0.036
N 1.176018 1.019123 -1.407536 -0.053 0.009 0.077
N -0.034165 2.914774 0.706440 -0.003 0.070 0.039
N -4.432911 -0.094991 1.622772 0.055 -0.060 -0.168
C 0.902274 2.053388 -2.190695 0.002 -0.010 -0.021
C 0.018622 -0.197199 4.883012 0.010 0.008 0.025
C 1.828873 2.584459 -3.085687 0.003 0.003 0.007
C -1.992148 -3.449863 2.004993 -0.008 0.008 0.003
C -7.140494 -0.489795 2.236786 -0.045 0.075 0.029
C -6.737186 -0.050166 0.983072 0.000 0.010 -0.093
C 5.383219 3.037040 -3.294768 0.000 0.001 0.000
C 2.402249 0.503823 -1.454546 -0.007 -0.002 -0.026
C 0.354524 -4.607886 1.484286 0.009 0.018 0.009
C -6.146178 -0.720514 3.179932 0.008 0.034 0.011
C 4.620860 1.424080 -5.052069 0.000 -0.001 0.001
C 2.685262 -0.579566 -0.471155 -0.008 -0.030 0.004
C 3.099935 2.035588 -3.170921 -0.004 0.000 -0.008
C -2.801368 3.650071 -0.336803 -0.004 0.056 0.004
C 3.422996 -1.701277 -0.817702 -0.005 0.004 0.006
C 5.840647 -3.548927 -0.761753 0.001 0.005 -0.006
C -4.717452 4.368366 -1.631794 0.050 -0.035 0.050
C 4.446794 -3.946914 -0.259624 -0.004 0.000 -0.001
C 4.178983 2.557329 -4.116309 0.004 0.003 -0.005
C 2.416971 -1.328207 1.659671 0.016 0.009 -0.009
C -4.822692 -0.513256 2.829888 0.036 0.041 0.039
C 3.671471 -2.691862 0.131386 0.001 -0.005 -0.003
C 3.158001 -2.478330 1.401483 0.001 -0.004 0.008
C -1.085925 3.091636 1.395767 -0.007 -0.155 0.025
C 3.688426 -4.672934 -1.379644 0.003 0.000 0.000
C -5.076954 3.704552 0.673598 -0.038 0.026 0.014
C -8.634085 -0.711614 2.590217 0.081 -0.276 -0.007
C 4.613956 -4.908566 0.916745 -0.001 0.002 0.001
C 3.382207 0.968875 -2.318406 -0.007 0.002 -0.007
C -5.385391 0.129321 0.704866 0.004 0.037 0.166
C -0.584761 -1.248649 3.969625 -0.018 0.010 0.014
C 3.682301 3.723397 -4.970468 -0.002 -0.004 0.002
C -4.923604 0.616582 -0.675321 -0.068 -0.020 -0.023
H 4.484304 4.056709 -5.633056 0.001 0.000 -0.001
H 3.293205 -3.192043 2.201982 -0.003 0.000 0.000
H 5.021570 0.578328 -4.492000 0.000 0.001 -0.001
H 1.981477 -1.170626 2.637563 -0.001 0.000 0.006
H 1.533599 3.429564 -3.690977 0.001 0.001 -0.003
H -2.696220 -2.634651 1.841667 0.015 0.030 0.009
H 4.366780 0.517259 -2.292917 -0.001 0.002 -0.003
H -7.477056 0.146933 0.220394 -0.002 -0.001 0.001
H 5.172069 -5.788888 0.590395 0.001 0.001 -0.001
H 3.381128 4.571287 -4.353322 0.000 0.001 -0.001
H -4.592396 3.203791 1.508109 0.062 -0.028 0.031
H -6.428775 -1.046019 4.172054 -0.002 -0.002 -0.002
H 5.163630 -4.445729 1.738474 -0.002 0.000 0.000
H -2.840505 2.964063 -2.076063 -0.002 0.012 -0.003
H -0.087984 2.487365 -2.073168 0.005 -0.003 0.002
H 6.165132 3.416027 -3.958330 0.001 0.000 0.000
H -5.035409 3.434309 -2.105791 -0.026 -0.015 -0.007
H -4.024256 -0.686173 3.548672 -0.005 -0.004 0.001
H 6.404456 -4.439162 -1.052317 0.001 -0.001 -0.001
H -0.267951 -5.422996 1.115043 -0.005 0.002 -0.004
H 5.778938 -2.889963 -1.628635 0.001 0.001 0.000
H 5.807088 2.229004 -2.697662 0.001 0.001 0.001
H 2.683563 -4.948463 -1.055066 -0.001 -0.001 -0.004
H 3.586488 -4.045112 -2.265166 -0.001 0.000 0.000
H 0.528356 -4.687031 2.557599 -0.002 0.000 -0.001
H -5.632221 4.565984 1.055384 0.015 0.026 0.019
H 3.769114 -1.807105 -1.838658 0.000 0.002 -0.002
H -2.210889 2.252011 2.870634 -0.004 0.011 0.007
H -2.384900 -4.375082 1.582237 -0.009 0.007 -0.006
H 2.832131 3.432201 -5.589594 0.000 0.001 0.000
H -0.568687 2.111935 3.101361 0.001 0.015 0.004
H 3.778249 1.064534 -5.645542 0.001 0.000 -0.001
H 3.649746 -5.247447 1.299667 0.003 -0.003 0.001
H -5.775311 2.987936 0.233401 0.026 0.027 0.021
H -2.758682 4.218186 1.620386 -0.086 0.013 0.042
H 5.089303 3.837599 -2.613799 0.000 0.001 0.000
H 1.304086 -4.583629 0.952387 -0.001 -0.002 -0.001
H 6.397643 -3.027520 0.019295 0.001 0.000 0.000
H 4.222075 -5.583156 -1.665668 0.000 0.001 0.000
H -5.598872 4.994625 -1.477941 0.004 -0.020 0.001
H -1.793164 -3.527015 3.072437 -0.010 -0.004 0.001
H -4.018018 4.909304 -2.270688 0.002 -0.023 -0.017
H 0.601773 2.274334 1.180897 0.016 -0.007 -0.031
H 5.398042 1.778832 -5.734184 0.001 0.001 -0.001
```
Positions in Å, forces in eV/Å.

Computed properties:
charge: -2
highest occupied orbital energy: -2.880 eV
LUMO level: 3.0794 eV
orbital gap: 0.2190 Eh

Löwdin population analysis, charges in e, atoms 1 to 2: 1.105, 0.678

Computed, not measured: 2 unconnected molecules or ions with the total composition C3HClO, with ωB97M-V with the def2-TZVPD basis set.

XYZ file:
```
6
Properties=species:S:1:pos:R:3:forces:R:3
Cl 2.607524 0.578226 0.015081 1.283 1.529 0.235
O -1.789304 -1.578733 0.001626 -0.095 -0.009 -0.206
C -0.602285 0.533853 0.167652 2.707 -0.407 -0.118
C 1.527837 -0.559375 -0.164836 -3.219 -0.693 0.064
C -1.262521 -0.534109 0.010358 -0.509 -0.969 0.172
H -0.481251 1.560138 -0.029883 -0.167 0.549 -0.146
```
Positions in Å, forces in eV/Å.

Computed properties:
highest occupied orbital energy (alpha / beta): -9.017 / -8.744 eV
LUMO level (alpha / beta): -1.3710 / -1.6293 eV
orbital gap (alpha / beta): 0.2810 / 0.2615 Eh

Löwdin population analysis, charges in e, atoms 1 to 2: 0.689, 0.117

Table of electronic energy (eV), in record order: -8836.04585, -11384.94813, -82067.86235, -17689.93594
Table of strongest force on any atom (hartree/bohr), in record order: 0.007, 0.035, 0.023, 0.064
Table of energy relative to the best compared isomer or geometry (same formula, charge and spin) (kcal/mol), in record order: 3.6, 45.1, 27.4, 99.7